1.
The following is a quantum chemistry calculation of 11 unconnected molecules or ions with the total composition C4H26NO13, from the Open Molecules 2025 dataset.

The geometry in XYZ format:
```
44
Properties=species:S:1:pos:R:3:nbo_charge:R:1
O 2.51 0.70 1.47 -0.601
C 1.44 1.24 1.72 0.447
C 0.07 0.64 1.46 -0.191
C 0.16 -0.84 1.08 -0.539
C -1.22 -1.51 0.96 0.798
O -2.13 -0.98 1.60 -0.799
O -1.41 -2.44 0.13 -0.822
N -0.55 1.54 0.38 -0.873
H 1.49 2.32 1.82 0.138
H -0.62 0.86 2.32 0.270
H 0.63 -1.05 0.14 0.215
H 0.81 -1.43 1.82 0.227
H -1.59 1.66 0.60 0.395
H -0.36 1.27 -0.53 0.378
H -1.89 1.56 3.68 0.493
H -3.16 2.05 3.11 0.462
O -2.23 2.33 3.21 -0.963
H 0.70 -2.96 -1.80 0.481
H -0.76 -3.06 -1.40 0.471
O -0.15 -3.36 -1.92 -0.963
H -1.15 -0.96 4.01 0.465
H -2.14 -0.41 3.19 0.511
O -1.71 -0.25 4.05 -0.995
H 0.96 -0.41 -1.73 0.470
H -0.10 -0.28 -2.90 0.514
O 0.67 0.12 -2.36 -1.018
H 2.84 2.22 -2.49 0.467
H 1.39 1.67 -3.16 0.525
O 2.16 2.41 -3.20 -1.012
H -3.53 -1.69 -0.51 0.480
H -3.38 -2.98 -1.34 0.472
O -3.87 -2.04 -1.25 -0.952
H -1.41 -1.98 -3.69 0.492
H -1.47 -1.62 -2.17 0.510
O -1.32 -1.23 -3.07 -0.955
H 1.23 3.43 -1.06 0.476
H 0.05 3.80 -0.11 0.488
O 0.90 4.03 -0.40 -0.967
H 2.98 1.90 -0.80 0.474
H 4.06 1.04 0.04 0.505
O 3.53 1.14 -0.82 -0.974
H 3.06 -0.99 -0.40 0.495
H 3.50 -1.44 -1.75 0.472
O 2.92 -1.74 -1.04 -0.965
```

Values from the calculation:
E_HOMO	-6.34	eV
net charge	-1
energy above the lowest of the compared OMol25 structures with the same formula, charge and spin	93.52	kcal per mole
orbital gap	0.33251	hartree

2.
The following is a quantum chemistry calculation of a molecular structure, C44H52Cl2IrN7O3S, from the Open Molecules 2025 dataset.

The geometry in XYZ format:
```
110
Properties=species:S:1:pos:R:3:lowdin_spin:R:1
Ir 0.03 -0.24 0.28 2.807
C -2.90 -1.65 0.98 0.013
N -3.01 -1.71 -0.46 0.028
C -4.23 -1.15 -1.02 0.003
C -1.96 -2.06 -1.23 0.036
N -0.71 -1.92 -0.75 0.165
C 0.31 -2.81 -1.16 0.032
C 0.11 -4.17 -1.38 0.003
C 1.18 -4.99 -1.71 0.025
C 2.46 -4.46 -1.79 0.011
C 2.67 -3.11 -1.54 0.014
C 1.60 -2.28 -1.22 0.025
N 1.75 -0.94 -0.83 0.224
C 2.71 -0.16 -1.33 0.039
N 3.11 -0.23 -2.62 0.033
C 2.22 -0.70 -3.66 0.002
C 4.48 0.00 -3.03 0.004
N 3.31 0.75 -0.54 0.021
C 3.21 0.63 0.91 0.003
C 3.55 2.11 -1.02 0.003
N -2.22 -2.52 -2.47 0.025
C -3.36 -3.37 -2.75 0.003
C -1.28 -2.36 -3.57 0.002
H -3.87 -1.91 1.41 0.000
H -2.62 -0.65 1.33 0.008
H -2.15 -2.36 1.32 0.001
H -4.48 -0.24 -0.46 0.001
H -5.07 -1.84 -0.95 0.001
H -4.08 -0.88 -2.06 0.000
H -0.88 -4.59 -1.28 0.000
H 1.01 -6.04 -1.88 0.001
H 3.30 -5.10 -2.03 0.000
H 3.68 -2.71 -1.55 0.000
H 1.19 -0.56 -3.35 0.000
H 2.38 -1.76 -3.90 0.001
H 2.40 -0.11 -4.56 0.001
H 5.12 0.09 -2.16 0.000
H 4.58 0.89 -3.65 0.001
H 4.82 -0.86 -3.62 0.001
H 3.22 -0.42 1.20 0.000
H 2.31 1.09 1.32 0.001
H 4.07 1.12 1.35 0.000
H 3.99 2.13 -2.01 0.000
H 4.23 2.61 -0.33 0.000
H 2.61 2.67 -1.04 0.001
H -3.83 -3.70 -1.83 0.000
H -3.01 -4.26 -3.29 0.001
H -4.11 -2.87 -3.38 0.001
H -0.59 -1.55 -3.34 0.000
H -1.84 -2.09 -4.46 0.000
H -0.72 -3.27 -3.76 0.000
Cl -1.87 0.65 -2.87 0.007
C -2.01 2.03 -3.91 0.001
C -2.27 1.85 -5.26 0.000
C -2.39 2.95 -6.08 0.000
C -2.23 4.23 -5.57 0.000
C -1.96 4.41 -4.23 0.000
Cl -1.68 6.00 -3.63 0.000
C -1.86 3.31 -3.37 0.000
N -1.56 3.45 -2.00 0.003
C -2.31 4.12 -1.09 0.000
C -3.61 4.58 -1.42 0.000
C -4.38 5.20 -0.47 0.000
C -3.88 5.39 0.82 0.000
C -2.60 4.95 1.15 0.000
C -1.79 4.33 0.22 0.001
C -0.38 3.93 0.58 0.004
C -0.20 2.43 0.56 0.027
O -0.34 1.74 1.58 0.073
O 0.06 1.88 -0.57 0.139
H -2.39 0.84 -5.65 0.000
H -2.60 2.82 -7.13 0.000
H -2.30 5.10 -6.22 0.000
H -0.80 2.87 -1.64 0.001
H -4.00 4.40 -2.41 0.000
H -5.38 5.54 -0.71 0.000
H -4.48 5.88 1.57 0.000
H -2.22 5.12 2.15 0.000
H -0.15 4.30 1.58 0.002
H 0.32 4.37 -0.13 0.001
O 0.31 -1.02 2.34 0.162
S -0.56 -0.71 3.56 0.019
C 0.55 -0.28 4.93 0.007
C 1.39 0.94 4.70 0.000
C 2.77 0.82 4.62 0.000
C 3.57 1.96 4.57 0.000
C 2.99 3.21 4.56 0.000
C 1.61 3.34 4.61 0.000
C 0.81 2.21 4.69 0.001
C -1.05 -2.35 4.19 0.006
C 0.07 -3.35 4.25 0.000
C 0.60 -3.72 5.48 0.000
C 1.64 -4.64 5.54 0.000
C 2.16 -5.19 4.37 0.000
C 1.62 -4.82 3.14 0.000
C 0.59 -3.90 3.08 0.000
H 1.16 -1.16 5.14 0.000
H -0.14 -0.12 5.76 0.001
H 3.23 -0.16 4.65 0.000
H 4.65 1.85 4.55 0.000
H 3.61 4.10 4.53 0.000
H 1.15 4.32 4.62 0.000
H -0.26 2.31 4.77 0.000
H -1.86 -2.67 3.54 0.000
H -1.47 -2.15 5.18 0.001
H 0.20 -3.31 6.39 0.000
H 2.04 -4.94 6.50 0.000
H 2.96 -5.90 4.42 0.000
H 2.02 -5.25 2.23 0.000
H 0.18 -3.62 2.12 0.000
```

Values from the calculation:
E_HOMO (alpha / beta)	-11.39 / -11.38	eV
net charge	+2
spin multiplicity	5
energy above the lowest of the compared OMol25 structures with the same formula, charge and spin	12.84	kcal per mole
orbital gap (alpha / beta)	0.26299 / 0.13128	hartree
⟨S²⟩	6.0128

3.
The following is a quantum chemistry calculation of a molecular structure, C31H38NO2Pt, from the Open Molecules 2025 dataset.

The geometry in XYZ format:
```
73
Properties=species:S:1:pos:R:3:lowdin_spin:R:1
O 3.27 -2.88 -2.19 0.000
C 3.10 -4.25 -1.72 0.000
C 4.18 -4.81 -2.63 0.000
H 2.08 -4.61 -1.92 0.000
H 3.34 -4.33 -0.64 0.000
C 4.34 -3.34 -3.06 0.000
H 3.82 -5.46 -3.42 0.000
H 5.02 -5.26 -2.10 0.000
C 4.02 -3.13 -4.52 0.000
H 3.08 -3.63 -4.80 0.000
H 4.83 -3.56 -5.12 0.000
H 3.96 -2.06 -4.75 0.000
C 5.66 -2.70 -2.67 0.000
H 5.91 -2.92 -1.62 0.000
H 5.60 -1.62 -2.82 0.000
H 6.45 -3.10 -3.30 0.000
Pt -0.47 2.01 0.63 0.925
C 0.52 2.99 2.19 0.017
C -0.40 2.10 2.92 0.072
C 0.21 0.81 3.00 0.167
H -1.26 2.46 3.49 0.003
C 1.49 0.88 2.39 0.059
C 1.64 2.15 1.76 0.113
H 2.52 2.53 1.24 0.005
H 0.44 4.07 2.12 0.002
H -0.21 -0.05 3.53 0.009
H 2.27 0.13 2.50 0.001
C -0.99 3.29 -0.98 0.020
C 0.47 3.14 -1.08 0.107
C 0.71 1.92 -1.80 0.065
H 1.17 3.92 -0.83 0.006
C -0.53 1.26 -2.02 0.109
C -1.58 2.05 -1.48 0.106
H -2.65 1.86 -1.59 0.006
H -1.50 4.21 -0.70 0.002
H 1.68 1.61 -2.17 0.002
H -0.69 0.34 -2.60 0.005
O 0.79 -2.11 -1.91 0.000
C 1.67 -1.24 -1.17 0.001
C 2.05 -1.89 0.16 0.000
H 1.11 -0.31 -0.95 0.000
H 2.52 -0.96 -1.78 0.000
C 0.92 -2.94 0.35 0.000
H 2.08 -1.17 0.99 0.000
H 3.02 -2.37 0.05 0.000
C 0.02 -2.77 -0.88 0.000
H 0.38 -2.77 1.29 0.000
H 1.35 -3.94 0.40 0.000
H -0.80 -2.09 -0.58 0.000
H -0.40 -3.71 -1.26 0.000
C -3.96 -1.72 2.86 0.005
C -2.90 -1.77 1.94 -0.001
C -2.36 -0.59 1.42 0.003
C -2.94 0.67 1.75 0.015
C -4.01 0.69 2.67 0.009
C -4.53 -0.48 3.21 0.001
N -2.42 1.86 1.24 0.146
C -3.17 3.04 1.28 0.009
C -4.54 2.99 0.91 0.005
C -5.32 4.14 0.97 0.001
C -4.75 5.36 1.34 0.003
C -3.39 5.43 1.65 -0.001
C -2.61 4.28 1.66 0.003
H -4.34 -2.63 3.30 0.000
H -2.49 -2.73 1.63 0.000
H -1.49 -0.60 0.76 -0.002
H -4.42 1.66 2.97 0.000
H -5.37 -0.42 3.89 0.000
H -4.97 2.03 0.64 0.000
H -6.38 4.07 0.70 0.000
H -5.36 6.26 1.39 0.000
H -2.91 6.39 1.89 0.000
H -1.56 4.33 1.97 0.000
```

Values from the calculation:
E_HOMO (alpha / beta)	-2.32 / -2.74	eV
net charge	-1
spin multiplicity	3
orbital gap (alpha / beta)	0.17219 / 0.18769	hartree
⟨S²⟩	2.0130

4.
The following is a quantum chemistry calculation of a gas-phase ion, C3H7N6O (charge +1), from the Open Molecules 2025 dataset.

The geometry in XYZ format:
```
17
Properties=species:S:1:pos:R:3:nbo_charge:R:1
N 1.77 -0.71 1.25 -0.826
C 1.24 -0.80 -0.04 0.275
N 0.22 0.27 -0.47 -0.544
C -1.06 0.20 -0.27 0.688
N -1.85 1.20 -0.59 -0.722
N -1.67 -1.03 0.07 -0.564
C -0.82 -2.11 0.11 0.410
N -0.84 -3.43 0.08 -0.137
O 0.60 -3.40 -0.14 -0.143
N 0.45 -1.98 -0.28 -0.170
H 1.42 -0.67 2.13 0.413
H 2.67 -0.33 1.12 0.395
H 2.00 -0.66 -0.82 0.239
H 0.45 1.23 -0.58 0.419
H -2.78 1.16 -0.37 0.415
H -1.47 2.10 -0.38 0.412
H -2.63 -1.12 0.11 0.440
```

Values from the calculation:
E_HOMO	-13.36	eV
net charge	+1
energy above the lowest of the compared OMol25 structures with the same formula, charge and spin	79.13	kcal per mole
orbital gap	0.36077	hartree

5.
The following is a quantum chemistry calculation of a molecular structure, C4HO2, from the Open Molecules 2025 dataset.

The geometry in XYZ format:
```
7
Properties=species:S:1:pos:R:3:lowdin_spin:R:1
C -0.45 -1.42 1.02 1.285
C -0.08 -0.12 0.41 0.367
C -0.41 1.25 -0.10 0.016
C 0.49 -1.27 0.03 0.283
O 0.22 2.17 0.35 0.015
O -1.32 1.16 -0.92 0.035
H 1.55 -1.76 -0.78 0.000
```

Values from the calculation:
E_HOMO (alpha / beta)	-1.39 / -4.63	eV
net charge	-1
spin multiplicity	3
energy above the lowest of the compared OMol25 structures with the same formula, charge and spin	26.57	kcal per mole
orbital gap (alpha / beta)	0.20651 / 0.25945	hartree
⟨S²⟩	2.0112

6.
The following is a quantum chemistry calculation of a single C4H12N2O molecule, from the Open Molecules 2025 dataset.

The geometry in XYZ format:
```
19
Properties=species:S:1:pos:R:3:nbo_charge:R:1
N -0.73 -1.43 -2.32 -0.836
C 0.09 -1.35 -1.11 -0.232
C -0.25 -0.30 0.03 -0.081
N -1.08 0.71 -0.58 -0.901
C 0.98 0.26 0.66 -0.448
C 0.95 1.01 1.99 -0.049
O -0.04 2.04 1.98 -0.749
H -1.64 -1.86 -2.27 0.354
H -0.86 -0.52 -2.70 0.356
H 0.08 -2.37 -0.62 0.187
H 1.10 -1.29 -1.53 0.192
H -0.85 -0.78 0.82 0.185
H -0.67 1.54 -1.00 0.388
H -2.05 0.51 -0.73 0.381
H 1.61 0.89 -0.01 0.207
H 1.78 -0.53 0.68 0.222
H 0.56 0.27 2.74 0.142
H 1.91 1.39 2.40 0.196
H -0.88 1.81 1.57 0.486
```

Values from the calculation:
E_HOMO	-8.91	eV
energy above the lowest of the compared OMol25 structures with the same formula, charge and spin	47.85	kcal per mole
orbital gap	0.36183	hartree

Number 1: largest force on an atom 9.32 eV/Å. Number 2: largest force on an atom 1.88 eV/Å. Number 3: largest force on an atom 2.45 eV/Å. Number 4: largest force on an atom 5.17 eV/Å. Number 5: largest force on an atom 5.97 eV/Å. Number 6: largest force on an atom 4.16 eV/Å.